(1)
Here is C23H43InN2O2P3 as an isolated structure in a non-equilibrium geometry from the Open Molecules 2025 dataset. Energies are from ωB97M-V with the def2-TZVPD basis set.

Summary:
Charge = +3
E_tot = -2375.370573 hartree
Energy above the lowest of the compared OMol25 structures with the same formula, charge and spin = 263.6 kJ/mol

Structure (XYZ):
```
74
Properties=species:S:1:pos:R:3:mulliken_charge:R:1
In -0.793 0.213 0.059 0.694
P 1.283 0.538 1.650 0.947
P -0.779 2.516 -1.310 1.256
P 2.221 -0.098 -1.895 0.786
H 0.108 -4.300 0.045 0.155
C 1.056 -4.403 0.583 -0.262
C 1.147 -4.027 1.865 -0.681
H 0.286 -3.562 2.361 0.251
C 0.889 0.587 3.425 -1.142
C 2.221 2.082 1.373 -1.068
C 2.545 -0.776 1.619 -0.866
C -1.956 2.397 -2.706 -1.349
C -1.321 4.065 -0.489 -1.466
C 0.760 3.061 -2.135 -1.153
C 2.736 -1.843 -1.634 -0.925
C 3.877 0.663 -2.166 -1.454
C 1.676 -0.240 -3.647 -1.355
H 1.886 -4.871 0.041 0.262
H 2.051 -4.176 2.466 0.344
H 0.134 -0.172 3.659 0.182
H 0.509 1.572 3.718 0.308
H 1.805 0.364 3.990 0.577
H 1.531 2.929 1.253 0.282
H 2.851 2.007 0.476 0.177
H 2.859 2.268 2.249 0.514
H 2.076 -1.754 1.449 -0.084
H 3.040 -0.801 2.601 0.655
H 3.302 -0.592 0.847 0.244
H -1.652 3.085 -3.508 0.476
H -2.960 2.669 -2.355 0.424
H -1.982 1.373 -3.102 0.267
H -1.032 4.923 -1.115 0.491
H -0.841 4.183 0.494 0.358
H -2.414 4.068 -0.369 0.448
H 0.589 4.059 -2.564 0.615
H 1.042 2.368 -2.938 0.132
H 1.583 3.125 -1.411 0.279
H 2.879 -2.331 -2.607 0.479
H 1.955 -2.376 -1.078 -0.262
H 3.673 -1.877 -1.064 0.537
H 4.350 0.223 -3.055 0.435
H 4.511 0.492 -1.286 0.408
H 3.758 1.745 -2.313 0.377
H 2.381 -0.898 -4.172 0.509
H 1.664 0.745 -4.129 0.531
H 0.670 -0.675 -3.698 0.115
C -1.045 -2.079 -2.005 0.612
C -2.171 -1.443 -2.594 -0.596
C -2.478 -1.722 -3.922 -0.611
C -1.792 -2.722 -4.617 -0.653
C -0.804 -3.472 -3.970 -0.645
C -0.461 -3.197 -2.654 -0.276
O -0.421 -1.585 -0.940 -0.414
H -1.836 2.558 1.477 -0.226
H -2.732 -0.701 -2.020 0.732
H -3.269 -1.156 -4.415 0.430
H -2.035 -2.929 -5.661 0.428
H -0.292 -4.282 -4.491 0.458
H 0.305 -3.757 -2.117 0.255
N -2.833 -1.948 4.644 -0.397
C -2.441 -1.246 3.546 0.471
O -1.870 -1.775 2.581 -0.488
C -2.642 0.237 3.617 0.182
C -2.542 0.964 4.816 -0.265
C -2.264 2.333 4.739 -0.804
C -1.999 2.922 3.511 -0.246
N -2.179 2.193 2.373 0.383
C -2.628 0.909 2.404 -0.546
H -2.816 -2.956 4.587 0.291
H -3.392 -1.525 5.370 0.186
H -2.659 0.465 5.776 0.422
H -2.212 2.945 5.638 0.445
H -1.689 3.959 3.389 0.444
H -2.975 0.464 1.466 0.975
```



(2)
Here is a 2-piece molecular cluster, CH4BrP overall in a non-equilibrium geometry from the Open Molecules 2025 dataset. Energies are from ωB97M-V with the def2-TZVPD basis set.

Summary:
E_tot = -2955.731543 hartree
Energy above the lowest of the compared OMol25 structures with the same formula, charge and spin = 360.3 kJ/mol

Structure (XYZ):
```
7
Properties=species:S:1:pos:R:3:mulliken_charge:R:1
C 0.148 -0.084 -0.965 -0.906
P 1.501 -1.094 -0.003 0.134
Br 3.232 0.204 0.053 -0.134
H 0.572 0.889 -0.922 0.294
H -0.880 -0.144 -0.706 0.310
H 0.311 -0.378 -1.988 0.298
H 1.110 -1.410 3.430 0.005
```



(3)
Here is an isolated molecule of C5H11N in a non-equilibrium geometry from the Open Molecules 2025 dataset. Energies are from ωB97M-V with the def2-TZVPD basis set.

Summary:
SMILES = CC(C)=C(C)N
E_tot = -251.813452 hartree
Energy above the lowest of the compared OMol25 structures with the same formula, charge and spin = 128.9 kJ/mol

Structure (XYZ):
```
17
Properties=species:S:1:pos:R:3:mulliken_charge:R:1
C 0.006 0.184 1.910 -1.373
C 0.130 -0.309 0.553 0.788
C 0.585 -1.671 0.402 -1.351
C -0.260 0.457 -0.456 0.603
C -0.042 0.170 -1.972 -1.460
N -0.968 1.750 -0.421 -0.650
H -0.704 1.004 1.994 0.391
H 0.978 0.533 2.335 0.250
H -0.392 -0.579 2.594 0.350
H -0.249 -2.321 0.396 0.302
H 1.468 -2.063 1.124 0.292
H 1.058 -1.900 -0.600 0.335
H -1.150 0.157 -2.442 0.278
H 0.667 0.777 -2.403 0.424
H 0.322 -0.821 -2.205 0.353
H -0.713 2.278 0.410 0.212
H -0.735 2.353 -1.218 0.254
```



(4)
Here is an isolated molecule of C6H13N in a non-equilibrium geometry from the Open Molecules 2025 dataset. Energies are from ωB97M-V with the def2-TZVPD basis set.

Summary:
SMILES = CC/C=C/NCC
E_tot = -291.103994 hartree
Energy above the lowest of the compared OMol25 structures with the same formula, charge and spin = 143.8 kJ/mol

Structure (XYZ):
```
20
Properties=species:S:1:pos:R:3:mulliken_charge:R:1
C -0.127 -3.541 -0.471 -1.029
C -0.654 -2.142 -0.074 -0.266
C 0.260 -0.967 -0.360 -0.446
C 0.321 0.179 0.314 -0.442
N 1.151 1.285 0.027 -0.341
C 0.441 2.599 -0.272 -0.382
C -0.599 2.930 0.825 -0.980
H 0.898 -3.488 -0.829 0.363
H -0.120 -4.158 0.433 0.256
H -0.860 -4.004 -1.125 0.276
H -0.973 -2.019 0.956 0.344
H -1.473 -1.878 -0.750 0.194
H 0.926 -1.068 -1.211 0.276
H 0.000 0.291 1.347 0.430
H 1.956 1.219 -0.571 0.214
H 1.286 3.273 -0.166 0.345
H 0.009 2.518 -1.263 0.285
H -0.118 3.223 1.760 0.257
H -1.114 1.974 0.945 0.319
H -1.211 3.773 0.486 0.328
```



(5)
Here is a 2-piece molecular cluster, C5H14 overall in a non-equilibrium geometry from the Open Molecules 2025 dataset. Energies are from ωB97M-V with the def2-TZVPD basis set.

Summary:
SMILES = CCC.CC
E_tot = -198.810918 hartree
Energy above the lowest of the compared OMol25 structures with the same formula, charge and spin = 205.4 kJ/mol

Structure (XYZ):
```
19
Properties=species:S:1:pos:R:3:mulliken_charge:R:1
C -0.815 -0.279 -1.799 -1.142
C -0.402 1.077 -1.149 0.213
C -1.581 1.919 -0.985 -1.212
H -1.421 -0.822 -1.118 0.360
H 0.073 -1.074 -2.143 0.245
H -1.443 -0.496 -2.679 0.395
H -0.027 0.906 -0.153 -0.074
H 0.386 1.634 -1.706 0.290
H -1.723 2.669 -1.897 0.213
H -2.402 1.313 -0.907 0.364
H -1.781 2.581 -0.101 0.355
C 1.142 -1.785 2.001 -0.982
C 1.744 -0.461 1.603 -0.169
H -0.006 -1.726 1.997 0.258
H 1.249 -2.511 1.259 0.333
H 1.416 -2.325 2.991 0.285
H 1.135 -0.266 0.706 -0.213
H 2.917 -0.600 1.619 0.272
H 1.535 0.245 2.459 0.210
```